{"formula": "C20H22F5GeKN2SSe3Te2", "method": "the ωB97M-V functional and the def2-TZVPD basis", "species": ["K", "N", "C", "C", "C", "C", "C", "C", "C", "C", "N", "C", "H", "H", "H", "H", "H", "H", "H", "H", "Se", "Te", "Te", "Se", "F", "C", "C", "F", "C", "F", "C", "S", "C", "F", "C", "F", "C", "Ge", "C", "C", "C", "Se", "C", "H", "H", "H", "H", "H", "H", "H", "H", "H", "H", "H", "H", "H", "H"], "positions_angstrom": [[-0.592331, 1.389754, -1.760863], [-1.938212, -1.678312, 0.151531], [-3.287250, -1.719755, 0.141572], [-4.009477, -2.755234, 0.711123], [-5.409477, -2.784621, 0.657472], [-6.119464, -1.787081, 0.047021], [-5.423168, -0.705738, -0.540952], [-6.084453, 0.363699, -1.184419], [-5.358557, 1.379211, -1.731329], [-3.954345, 1.332545, -1.636873], [-3.300839, 0.364147, -1.048340], [-4.009606, -0.655838, -0.501099], [-1.414665, -2.295993, 0.741358], [-1.495813, -0.816854, -0.111488], [-3.469433, -3.559857, 1.196097], [-5.934541, -3.618332, 1.109204], [-7.201693, -1.808417, -0.001783], [-7.167583, 0.354045, -1.238751], [-5.836708, 2.206084, -2.239026], [-3.365755, 2.129543, -2.082870], [-0.406650, 2.936164, -4.328886], [-1.509139, 0.976561, -5.455440], [0.151187, -0.943069, -4.486897], [-1.446587, -2.812091, -4.133352], [-0.479465, 5.500248, 5.375247], [-0.440156, 4.495115, 4.476130], [-1.027977, 3.274991, 4.753672], [-1.646428, 3.100408, 5.939083], [-0.983228, 2.249257, 3.831365], [-1.574678, 1.095407, 4.174975], [-0.349886, 2.363008, 2.580845], [-0.278410, 1.067383, 1.456870], [0.230417, 3.621967, 2.347589], [0.864243, 3.853448, 1.185099], [0.192440, 4.658685, 3.257992], [0.772201, 5.841025, 2.972942], [4.595271, -3.374455, -1.821036], [4.915506, -1.910207, -0.556307], [6.165520, -2.533950, 0.844188], [5.741267, -0.390583, -1.487225], [3.170758, -1.375900, 0.171830], [2.055914, -0.695631, -1.306885], [2.517854, 1.177376, -1.053377], [5.491958, -3.615181, -2.393566], [3.809578, -3.078206, -2.516908], [4.267129, -4.273761, -1.297451], [7.108522, -2.828077, 0.378812], [5.761934, -3.396626, 1.375782], [6.371679, -1.746751, 1.570460], [6.658247, -0.698716, -1.991935], [5.983786, 0.415747, -0.793425], [5.044321, -0.013665, -2.236112], [3.216365, -0.601235, 0.936401], [2.644537, -2.232187, 0.592519], [3.598679, 1.298746, -1.086277], [2.117749, 1.505345, -0.093815], [2.068912, 1.756412, -1.860492]], "forces_ev_per_a": [[-0.322, -0.380, 0.295], [-0.009, 0.011, -0.120], [0.016, -0.051, 0.057], [0.068, -0.004, 0.002], [-0.040, 0.079, -0.047], [-0.069, -0.050, 0.017], [0.140, 0.004, 0.015], [0.040, 0.025, -0.025], [-0.118, -0.024, 0.005], [0.117, -0.032, -0.029], [0.032, 0.016, -0.009], [-0.196, -0.016, -0.015], [-0.022, 0.010, 0.027], [0.035, 0.001, 0.081], [-0.011, -0.007, -0.004], [0.014, -0.011, 0.006], [0.005, -0.009, 0.009], [-0.002, 0.009, -0.002], [0.029, 0.008, -0.013], [0.007, 0.017, -0.053], [0.028, 0.529, -0.320], [-0.126, 0.222, 0.000], [0.081, -0.169, -0.007], [0.024, -0.124, 0.098], [-0.001, -0.027, -0.030], [0.008, -0.013, -0.002], [-0.042, 0.029, 0.088], [0.017, 0.001, -0.035], [0.079, -0.031, -0.154], [-0.003, 0.032, 0.037], [-0.023, 0.310, 0.226], [0.132, -0.196, -0.108], [-0.060, -0.168, -0.051], [-0.003, 0.028, 0.045], [0.028, 0.099, 0.007], [-0.017, -0.043, 0.008], [0.008, 0.079, 0.049], [-0.040, 0.008, 0.018], [-0.073, 0.037, -0.101], [-0.041, -0.094, 0.032], [0.036, 0.108, -0.116], [0.085, -0.202, 0.065], [0.059, 0.005, 0.111], [0.023, 0.010, 0.016], [0.012, -0.007, -0.006], [0.004, 0.008, 0.014], [0.011, -0.009, 0.026], [-0.014, 0.002, -0.004], [-0.014, 0.011, -0.006], [0.002, -0.023, 0.009], [-0.009, -0.009, 0.005], [0.034, -0.001, -0.019], [0.008, -0.021, 0.047], [0.008, -0.011, 0.018], [-0.041, 0.052, -0.044], [-0.016, 0.013, -0.009], [0.121, -0.029, -0.105]], "lowdin_charge": [0.175, 0.153, -0.246, -0.044, -0.113, -0.083, -0.165, -0.029, -0.053, -0.138, 0.102, -0.141, 0.104, 0.005, 0.101, 0.092, 0.093, 0.107, 0.099, 0.092, -0.534, -0.068, -0.128, -0.579, 0.079, -0.163, -0.160, 0.084, -0.258, 0.059, -0.619, 0.569, -0.250, 0.061, -0.160, 0.087, -0.223, 0.732, -0.237, -0.232, -0.592, 0.743, -0.425, 0.012, 0.010, 0.016, 0.006, 0.007, 0.008, 0.012, 0.016, 0.008, 0.016, 0.008, 0.005, -0.021, -0.001], "e_homo_ev": -0.63, "multiplicity": 1, "gap_ev": 4.509, "charge": -2, "total_energy_ev": -331970.1798}

---

{"formula": "C11H15N", "method": "the ωB97M-V functional and the def2-TZVPD basis", "species": ["C", "C", "C", "C", "C", "C", "C", "C", "C", "N", "H", "H", "H", "H", "H", "H", "H", "H", "H", "C", "C", "H", "H", "H", "H", "H", "H"], "positions_angstrom": [[-3.130765, -0.834278, 0.013590], [0.439871, -0.894650, 1.129198], [-0.779287, -0.217238, 1.005490], [-1.722259, -1.127272, 0.405557], [-1.064933, -2.308257, 0.278945], [1.588400, -0.288283, 1.636201], [1.469665, 1.015809, 2.073334], [-0.871638, 1.120445, 1.422701], [0.241184, 1.705743, 1.973416], [0.227721, -2.193530, 0.738436], [0.949858, -2.894058, 0.788447], [2.580512, -0.703453, 1.519326], [-1.415085, -3.223576, -0.177782], [2.327555, 1.470621, 2.555950], [-1.820603, 1.645971, 1.408889], [-3.701793, -0.398417, 0.834421], [-3.640158, -1.739161, -0.326392], [0.261947, 2.744625, 2.269481], [-3.176674, -0.159019, -0.841144], [1.627338, 0.619729, -1.693975], [1.165679, 1.209749, -3.032020], [0.912230, 0.761051, -0.890986], [1.872070, -0.446033, -1.706560], [2.535223, 1.095694, -1.330974], [0.097702, 1.434244, -2.987374], [1.708540, 2.122069, -3.239556], [1.317699, 0.481473, -3.826619]], "forces_ev_per_a": [[-0.085, -0.186, -0.287], [-0.012, -0.303, 0.478], [-0.340, 0.367, -0.137], [0.061, 0.002, 0.284], [-0.083, -0.370, -0.328], [0.094, 0.543, -0.314], [-0.310, -0.338, 0.059], [-0.130, -0.254, 0.224], [0.826, 0.228, 0.048], [0.631, 0.217, -0.226], [-0.361, -0.058, -0.214], [-0.070, -0.456, 0.416], [0.030, 0.002, 0.198], [-0.054, 0.238, -0.300], [0.095, 0.033, -0.255], [-0.016, 0.005, -0.028], [0.027, -0.034, 0.222], [-0.363, 0.051, 0.178], [0.050, 0.261, 0.074], [0.379, -0.015, 0.432], [-0.223, -0.588, 0.505], [-0.244, 0.052, -0.041], [-0.253, 0.011, -0.280], [0.179, 0.157, -0.079], [0.091, 0.053, -0.147], [0.018, 0.170, -0.271], [0.059, 0.214, -0.211]], "lowdin_charge": [-0.051, -0.247, -0.156, -0.233, -0.062, -0.039, -0.099, -0.029, -0.102, 0.079, 0.153, 0.109, 0.122, 0.098, 0.110, 0.078, 0.075, 0.095, 0.077, -0.163, -0.151, 0.037, 0.065, 0.062, 0.060, 0.055, 0.058], "e_homo_ev": -7.86, "multiplicity": 1, "gap_ev": 8.792, "total_energy_ev": -13140.5000, "de_lowest_kcal_mol": 6.72, "smiles": "Cc1c[nH]c2ccccc12.CC"}